14
Properties=species:S:1:pos:R:3:forces:R:3 method="wB97M-V/def2-TZVPD" lumo_energy_ev=1.076 smiles=C1CC2(C1)CO2 relative_energy_kcal_mol=46.6 homo_energy_ev=-10.06 gap_ha=0.4092 total_charge=0
C 0.315320 1.303690 -0.644992 0.052 0.219 -0.056
C 1.102113 -0.032000 -0.605575 0.121 -0.096 0.013
C -0.115285 -0.610311 0.107226 -0.006 0.194 0.028
C -0.995011 0.508058 -0.432259 -0.188 0.012 -0.005
C -0.277900 -1.211452 1.425446 0.032 0.092 0.305
O -0.475103 -1.962086 0.225300 -0.094 -0.171 -0.159
H 0.388087 1.920003 -1.543891 0.037 -0.140 0.115
H 0.544793 1.918642 0.230562 -0.031 -0.068 -0.147
H 1.180400 -0.465935 -1.609444 -0.011 0.038 0.164
H 2.083733 -0.060983 -0.123661 -0.203 -0.002 -0.001
H -1.466516 0.218971 -1.376556 0.081 0.064 0.076
H -1.745923 0.927577 0.243073 0.080 -0.077 -0.122
H 0.564775 -1.512111 2.046379 -0.030 0.044 -0.206
H -1.195829 -0.973396 1.965175 0.160 -0.109 -0.006

***

19
Properties=species:S:1:pos:R:3:forces:R:3 method="wB97M-V/def2-TZVPD" lumo_energy_ev=0.278 smiles="O=C(O)O.C=CO.CO" relative_energy_kcal_mol=62.0 homo_energy_ev=-9.01 gap_ha=0.3413 total_charge=0
O -0.138765 0.733594 1.778255 -0.274 0.403 -1.433
C -1.014523 0.748990 0.918897 -2.032 -0.864 3.460
O -1.776299 1.838702 0.753079 0.771 -0.215 -0.696
O -1.682504 -0.399736 0.559393 0.247 0.530 -0.369
H -2.430700 1.677730 0.058873 0.051 -0.083 0.001
H -1.492400 -1.091079 1.209692 0.322 0.207 -0.096
C -0.573656 0.637192 -2.093474 -0.371 0.500 0.371
C 0.216623 0.950131 -1.067292 2.540 -1.755 -0.869
O 0.648244 2.222223 -0.842779 -0.106 0.272 0.085
H -1.003064 1.397293 -2.724412 -0.137 0.191 -0.171
H -0.860264 -0.385535 -2.265876 0.098 -0.145 0.001
H 0.894715 0.099236 -0.591830 -1.855 1.891 -0.718
H 1.157339 2.246460 -0.021562 -0.109 -0.053 -0.164
C 1.362210 -2.142324 0.620337 0.137 0.219 0.082
O 1.674977 -0.759349 0.589283 0.291 -0.080 1.164
H 2.043328 -2.644135 -0.073588 -0.175 0.038 0.144
H 0.329091 -2.322520 0.299659 0.050 -0.096 -0.031
H 1.508534 -2.549931 1.623689 -0.021 -0.116 -0.055
H 1.137112 -0.256941 1.269657 0.572 -0.846 -0.706

***

6
Properties=species:S:1:pos:R:3:forces:R:3 method="wB97M-V/def2-TZVPD" lumo_energy_ev="-2.441 / -2.441" relative_energy_kcal_mol=11.6 homo_energy_ev="-9.92 / -9.92" gap_ha="0.2750 / 0.2750" total_charge=0
C -0.149675 0.101250 0.899103 0.967 -0.230 1.966
N -0.902298 0.131723 -0.193751 -2.152 -0.723 -3.578
O 0.656050 -0.725594 1.218572 0.993 -1.231 -0.491
S -0.546696 -0.250636 -1.678452 1.360 1.036 2.442
S 1.334283 -0.055985 -1.905184 -0.471 -0.371 -0.843
H -0.391663 0.799242 1.659713 -0.697 1.519 0.505

***

126
Properties=species:S:1:pos:R:3:forces:R:3 method="wB97M-V/def2-TZVPD" lumo_energy_ev=0.130 smiles=COC[C@H](C)N.COC[C@H](C)N.COC[C@H](C)N.CCO.CCO.CCO.CCO.CCO.CCO.CCO.CCO.O relative_energy_kcal_mol=102.9 homo_energy_ev=-9.03 gap_ha=0.3365 total_charge=0
C -5.217509 2.945412 2.672621 -0.914 -1.243 -0.093
O -6.382410 2.220121 3.194520 1.217 1.158 -0.861
C -7.383795 1.990628 2.190143 0.656 0.084 1.353
C -8.544185 1.481725 2.983283 -0.658 -1.576 1.005
C -8.335329 0.093185 3.688668 2.229 0.702 -0.160
N -9.724808 1.256880 2.212643 -1.755 -0.778 -1.388
H -4.487375 3.180150 3.447162 -0.453 -0.173 0.292
H -5.497428 3.864209 2.157319 -0.205 0.050 0.031
H -4.741667 2.264839 1.966593 0.259 0.168 -0.243
H -7.646934 2.920898 1.686699 -0.040 0.169 -0.116
H -7.083662 1.252420 1.446443 0.320 -0.144 -0.154
H -8.842027 2.221798 3.726041 0.593 0.093 0.278
H -9.184685 -0.234889 4.287877 0.211 0.297 0.145
H -7.366822 0.070460 4.188238 -0.336 0.455 1.178
H -8.050357 -0.709747 3.008826 -0.807 0.045 -0.943
H -9.630882 1.236937 1.207220 0.463 0.678 -0.295
H -9.927920 0.280520 2.372526 -0.774 0.015 -0.028
C -1.081571 4.399306 -5.100289 -0.376 0.132 -2.329
O -1.862797 4.361264 -6.387920 1.184 0.642 0.199
C -1.223510 5.025293 -7.569240 -0.608 0.448 0.606
C -2.354028 5.291527 -8.614442 0.427 -1.636 -0.034
C -3.424734 6.177122 -8.138680 0.321 2.441 0.199
N -2.994503 3.997000 -8.854727 0.586 -0.417 -0.097
H -1.101139 5.378362 -4.621570 0.159 0.308 -0.481
H -0.090812 4.098632 -5.441005 0.237 0.054 0.807
H -1.498610 3.733631 -4.344610 -0.182 -0.414 -0.647
H -0.661179 5.902449 -7.249094 -0.621 0.568 0.254
H -0.425160 4.500946 -8.094414 -0.208 -1.201 0.362
H -1.987764 5.584548 -9.598352 0.654 0.552 0.286
H -4.209598 6.389402 -8.864642 -0.178 -0.679 -0.149
H -2.940859 7.153359 -8.108138 -0.266 0.539 0.988
H -3.830520 5.822028 -7.191397 0.026 0.350 -0.010
H -2.964121 3.626016 -7.915822 -0.804 -0.849 0.032
H -3.937296 4.284233 -9.075514 -0.346 -0.844 0.017
C -6.059654 -7.390529 -2.060520 -0.232 0.132 0.416
O -4.729443 -7.616295 -1.626195 -0.257 0.014 -0.994
C -3.932877 -6.451817 -1.643174 1.130 -0.455 0.235
C -2.439622 -6.898746 -1.546615 -0.186 -0.297 1.968
C -2.128496 -7.802391 -0.332722 -1.403 -0.814 0.907
N -1.537858 -5.715693 -1.432892 0.101 -0.688 -0.873
H -6.588120 -8.334090 -2.196612 0.285 -0.123 0.314
H -6.180440 -6.859104 -3.004506 0.585 0.152 -0.240
H -6.572073 -6.790506 -1.308519 -0.292 0.015 0.145
H -4.061746 -5.821272 -2.522896 -0.074 -0.306 -0.509
H -4.227534 -5.795084 -0.824660 0.186 0.050 0.552
H -2.203225 -7.632231 -2.317474 0.025 1.075 -1.088
H -2.930627 -8.493956 -0.075004 -0.836 0.433 -0.018
H -1.939491 -7.214411 0.565426 0.217 -0.072 0.057
H -1.404779 -8.608232 -0.455049 0.988 0.770 -0.468
H -1.779872 -5.147221 -0.633911 -0.905 0.180 0.092
H -0.692425 -6.114755 -1.050690 0.673 -0.050 -0.500
C 9.030176 1.002004 5.023420 0.351 0.415 0.181
C 9.076105 1.681049 3.656239 -2.207 -1.106 1.208
O 8.854212 0.587036 2.746008 1.712 0.696 -1.350
H 8.050254 0.574803 5.236378 -0.045 -0.001 -0.105
H 9.299493 1.644018 5.862105 0.039 0.109 -0.007
H 9.756419 0.193036 4.944412 -0.019 -0.071 0.314
H 9.984402 2.279888 3.589251 0.350 -0.817 -0.978
H 8.255693 2.384966 3.516504 -0.071 0.228 0.184
H 8.034414 0.103486 2.871318 -0.123 0.547 0.548
C 2.362875 0.144396 -0.461610 -0.091 -0.566 -0.930
C 3.396458 -0.778563 0.164011 -1.197 0.009 0.329
O 3.327019 -0.559207 1.569320 0.576 0.025 0.540
H 1.328933 -0.018745 -0.157566 0.200 0.005 0.799
H 2.265005 -0.078579 -1.524065 0.517 0.357 -0.356
H 2.670516 1.176668 -0.294630 -0.225 -0.009 -0.114
H 4.377607 -0.560676 -0.257856 0.172 0.018 0.280
H 3.184362 -1.840477 0.039624 -0.039 0.012 -0.701
H 3.105707 -1.404602 1.966700 0.098 0.143 0.191
C -0.801760 8.517613 2.377287 0.341 -0.671 -0.285
C 0.610337 8.020914 1.984642 -0.168 2.300 0.432
O 0.610229 6.670619 1.871835 -0.180 -3.143 0.400
H -1.169908 8.079394 3.304943 0.441 -0.336 0.134
H -1.450410 8.105148 1.604479 -0.351 0.542 -0.080
H -0.910086 9.589374 2.543726 0.176 0.051 -0.620
H 1.343385 8.348777 2.721700 0.111 0.232 0.094
H 0.945323 8.340664 0.997911 -0.264 1.145 -0.010
H 1.416490 6.311470 2.249393 -0.104 -0.140 -0.057
C 6.127364 3.636371 -5.248132 0.002 -0.009 1.306
C 7.380479 4.214187 -5.888693 -1.055 -0.042 -0.076
O 6.893506 4.980199 -6.978639 0.156 0.257 -0.424
H 5.439101 3.065170 -5.871134 0.454 0.040 -0.370
H 5.536996 4.421542 -4.775839 -0.032 0.378 -0.384
H 6.373380 3.034615 -4.373224 0.279 -0.416 -0.137
H 8.075845 3.444205 -6.222879 0.024 -0.146 -0.043
H 7.890322 4.866886 -5.180061 0.103 -0.063 0.191
H 7.599995 5.526986 -7.330074 0.066 0.001 -0.060
C -0.954740 -2.747498 6.731416 -0.839 0.737 0.010
C -2.073604 -3.712086 6.302741 2.994 -1.485 0.419
O -3.225680 -3.678282 7.091352 -0.147 0.890 -0.791
H -0.823573 -2.776536 7.813103 0.055 -0.169 -0.011
H -1.232426 -1.723426 6.481883 0.067 0.239 -0.011
H -0.002245 -2.949870 6.241617 -0.105 -0.209 -0.059
H -1.591032 -4.671652 6.488344 -0.397 -0.460 -0.111
H -2.197961 -3.677105 5.220424 -0.629 0.255 -0.081
H -3.589981 -2.857091 6.752945 -0.997 0.204 0.631
C 2.512148 2.156644 7.049127 -0.369 -0.217 0.293
C 1.977822 3.041972 5.912379 -0.225 -2.385 1.001
O 2.977195 3.050822 4.937621 0.978 1.966 -0.874
H 2.503416 1.126442 6.693168 0.016 -0.180 0.254
H 1.964495 2.228583 7.988813 -0.410 -0.135 -0.128
H 3.538239 2.388814 7.334299 0.080 0.311 -0.396
H 1.593934 3.953951 6.369568 0.819 0.724 -0.919
H 1.141201 2.557204 5.409223 -0.640 0.000 0.562
H 3.157325 2.160889 4.625886 -0.252 -0.079 0.167
C -1.931160 -1.859566 -6.909154 0.582 0.914 -0.461
C -0.388775 -2.011317 -6.922344 -1.167 -1.451 1.510
O -0.134365 -3.218606 -6.108859 0.659 0.292 -1.364
H -2.303699 -1.465218 -5.963751 0.051 -0.076 0.071
H -2.424867 -2.807654 -7.122439 0.351 -0.143 0.149
H -2.264987 -1.186893 -7.699198 0.010 0.267 0.028
H 0.236328 -1.240775 -6.471093 -0.571 0.557 -0.106
H -0.051681 -2.125295 -7.952625 0.189 -0.657 0.224
H -0.459327 -3.081102 -5.216055 -0.105 0.288 -0.043
C 5.397602 -7.281572 4.956580 0.858 -0.757 1.061
C 3.957179 -6.926143 4.793040 0.180 0.149 -1.779
O 3.841553 -5.994776 3.724400 -0.567 1.293 -0.044
H 6.049089 -6.430811 5.156248 -0.291 0.238 0.095
H 5.866154 -7.810383 4.126575 -0.433 -0.007 -0.361
H 5.492099 -7.962931 5.802110 0.162 -0.062 0.184
H 3.522564 -6.468973 5.681976 0.034 -0.054 -0.087
H 3.359949 -7.766154 4.438373 -0.036 -0.512 0.783
H 4.428533 -6.211620 2.996370 0.089 -0.265 0.107
O 5.822188 -6.805898 -0.329357 -0.093 0.120 0.225
H 6.304562 -7.626267 -0.226692 0.129 -0.209 0.050
H 5.780562 -6.668793 -1.275774 -0.044 0.086 -0.241